{"formula": "C26H54BrN2OSi2SrTe", "method": "ωB97M-V/def2-TZVPD", "relative_energy_kj_mol": 91.33, "e_homo_ha": -0.32857, "e_tot_ev": -126789.3156, "lumo_energy_ha": -0.112, "total_charge": 1, "spin_multiplicity": 1, "elements": ["Te", "Sr", "Br", "Si", "Si", "O", "N", "N", "C", "C", "C", "C", "C", "C", "C", "C", "C", "C", "C", "C", "C", "C", "C", "C", "C", "C", "C", "C", "C", "C", "C", "C", "C", "C", "H", "H", "H", "H", "H", "H", "H", "H", "H", "H", "H", "H", "H", "H", "H", "H", "H", "H", "H", "H", "H", "H", "H", "H", "H", "H", "H", "H", "H", "H", "H", "H", "H", "H", "H", "H", "H", "H", "H", "H", "H", "H", "H", "H", "H", "H", "H", "H", "H", "H", "H", "H", "H", "H"], "coordinates": [[-19.1439, -6.6665, 4.8839], [-16.8221, -6.3537, 6.8520], [-18.1722, -3.9777, 8.3149], [-20.8371, -9.9160, 4.6451], [-18.3844, -4.5162, 2.0000], [-15.7164, -4.1693, 6.3034], [-17.0849, -8.4124, 8.4600], [-15.7483, -8.3122, 7.9539], [-18.6358, -2.8963, 2.9981], [-17.3508, -1.3294, 7.8486], [-20.5254, -10.3316, 6.4247], [-14.4296, -9.3801, 9.6841], [-16.9133, -4.3082, 0.8540], [-18.0624, -5.9484, 3.1507], [-15.6697, -0.6028, 6.3457], [-19.4147, -8.7552, 4.2339], [-15.0224, -6.9890, 9.9081], [-13.4677, -7.8296, 7.9675], [-14.6429, -8.0928, 8.9044], [-17.4220, 1.5153, 8.7464], [-19.8653, -4.9851, 0.8855], [-22.5464, -9.1437, 4.3832], [-20.7438, -11.4015, 3.5186], [-15.1675, -1.8748, 6.1600], [-16.7190, -0.2650, 7.1920], [-16.3632, 2.1619, 6.5803], [-17.1276, -2.6326, 7.5073], [-14.0008, -2.9369, 4.2578], [-12.8973, -2.7085, 6.6615], [-16.0230, -2.9849, 6.6474], [-13.7964, -2.1124, 5.5758], [-13.1239, -0.7685, 5.1824], [-17.2922, 1.1436, 7.2866], [-18.7154, 1.0943, 6.6310], [-18.1227, -1.0686, 8.5655], [-18.2037, -3.0616, 3.9905], [-15.3868, 2.1456, 7.0662], [-19.8127, -11.9736, 3.6490], [-16.4381, 1.5271, 9.2135], [-19.3513, 0.3077, 7.0451], [-17.5028, -9.2948, 8.2083], [-15.4737, -9.0939, 7.3534], [-17.1663, -3.8266, -0.1033], [-17.8230, 2.5471, 8.8030], [-16.8061, 3.1620, 6.5916], [-19.4775, -10.5965, 6.5647], [-20.8215, -9.5207, 7.1211], [-21.6108, -12.0819, 3.6991], [-16.2110, 1.9612, 5.5127], [-12.5421, -7.8522, 8.5606], [-14.8004, -2.4431, 3.6529], [-13.0936, -2.9557, 3.6869], [-15.3615, -9.6777, 10.1620], [-16.2508, -3.5636, 1.3519], [-19.6594, -5.8993, 0.3553], [-23.3272, -9.8888, 4.7179], [-13.3951, -8.5493, 7.1489], [-16.3215, -5.2393, 0.7072], [-13.6287, -0.2779, 4.3532], [-13.5326, -6.8303, 7.5518], [-11.9187, -2.9569, 6.2361], [-22.7022, -8.8305, 3.3480], [-17.0798, -5.8238, 3.5485], [-13.7417, -9.1524, 10.4849], [-15.4240, -6.0686, 9.4648], [-12.1111, -1.0018, 4.9006], [-21.0825, -11.2247, 6.7916], [-22.6333, -8.2813, 5.0782], [-15.2184, 0.2090, 5.8127], [-19.3846, -8.5766, 3.1105], [-18.0886, 0.9400, 9.3846], [-14.1593, -6.6934, 10.5259], [-13.3305, -3.6170, 7.0971], [-14.3030, -3.9522, 4.5131], [-19.1866, 2.0795, 6.7257], [-19.9787, -4.1216, 0.2008], [-19.6816, -2.6665, 3.1093], [-20.8434, -11.0326, 2.4880], [-18.0522, -2.1194, 2.4870], [-17.9972, -6.8618, 2.5299], [-13.1655, -0.0532, 6.0266], [-15.8110, -7.4196, 10.5181], [-18.4790, -9.3001, 4.4470], [-18.5475, 0.8712, 5.5910], [-17.0852, -8.3681, 9.4764], [-14.0071, -10.1921, 9.0733], [-20.8278, -5.0884, 1.4239], [-12.6826, -2.0172, 7.5086]]}

---

{"formula": "C26H55BFN2O33S8", "method": "ωB97M-V/def2-TZVPD", "e_homo_ha": -0.20998, "e_tot_ev": -188476.3381, "lumo_energy_ha": 0.049, "total_charge": -1, "spin_multiplicity": 1, "elements": ["S", "S", "S", "S", "S", "S", "S", "S", "F", "O", "O", "O", "O", "O", "O", "O", "O", "O", "O", "O", "O", "O", "O", "O", "O", "O", "O", "O", "O", "O", "O", "O", "O", "O", "O", "O", "O", "O", "O", "O", "O", "O", "N", "N", "C", "C", "C", "C", "C", "C", "C", "C", "C", "C", "C", "C", "C", "C", "C", "C", "C", "C", "C", "C", "C", "C", "C", "C", "C", "C", "B", "H", "H", "H", "H", "H", "H", "H", "H", "H", "H", "H", "H", "H", "H", "H", "H", "H", "H", "H", "H", "H", "H", "H", "H", "H", "H", "H", "H", "H", "H", "H", "H", "H", "H", "H", "H", "H", "H", "H", "H", "H", "H", "H", "H", "H", "H", "H", "H", "H", "H", "H", "H", "H", "H", "H"], "coordinates": [[6.5817, -4.1595, 1.7727], [-0.8175, 11.6279, 4.6414], [-2.0873, -2.8548, -0.8616], [0.7271, -12.1280, -8.2237], [-4.6908, 1.2316, 4.5325], [-4.2084, 5.2957, -2.1365], [3.5903, 1.6848, 2.5351], [1.8921, 6.5294, 5.8945], [-1.5362, -4.2144, -1.5458], [-5.8880, 0.1724, 4.6256], [-3.8146, 5.7215, -0.6452], [2.4174, 0.6189, 2.6050], [3.2219, 2.7528, 1.6793], [-4.3491, 3.8882, -2.1647], [7.4327, -3.8875, 3.0993], [6.1523, -2.9232, 1.2249], [-0.7563, -11.7877, -7.7363], [5.3243, -4.8413, 2.4864], [4.6639, 0.7740, 1.7992], [-3.6731, 0.3064, 3.7299], [0.4485, -2.2957, -1.7396], [0.8334, -11.7796, -9.5939], [1.4836, -11.0458, -7.3287], [2.3686, 5.0820, 6.3622], [-4.2011, 1.4642, 5.8439], [-3.3844, 5.9817, -3.0619], [-0.0243, 12.7612, 4.9543], [-2.0405, -3.1462, 0.5483], [-0.0826, 10.2988, 5.1259], [0.9162, -0.0043, -3.2567], [0.5579, 6.7563, 6.3326], [-3.3936, -2.6980, -1.4434], [-1.3067, 11.4191, 3.3282], [1.8616, 6.2540, 4.3262], [-5.6579, 5.9858, -2.1527], [7.2707, -5.1133, 0.9884], [-2.0333, 11.5744, 5.6819], [4.0274, 1.9431, 3.8661], [-1.1351, -0.8570, -2.6782], [1.0962, -13.4190, -7.7690], [-5.0839, 2.3052, 3.6952], [2.9169, 7.4614, 6.2013], [-0.3472, -0.5697, -0.2881], [0.0139, -7.0182, -5.0703], [-2.3352, 1.6750, -0.9858], [2.5788, 5.0344, 4.0365], [-2.0418, 10.3162, 6.3741], [-4.1054, -1.0621, 3.7723], [-1.3587, -0.0889, 0.6469], [0.5391, -10.0845, -6.8206], [-0.7240, -10.8900, -6.6140], [1.3748, 0.7165, -4.3787], [5.6090, -5.1053, 3.8667], [-6.0581, 6.3010, -0.8130], [-0.4111, -5.6002, -5.0127], [1.7578, -2.8890, -3.7177], [-4.7602, 6.6552, -0.1163], [-0.0629, -0.9955, -3.5324], [2.7425, -0.5401, 1.8084], [-5.6145, -0.9630, 3.7838], [-0.5879, 9.9001, 6.4112], [0.4571, -2.3842, -3.1380], [0.7419, -4.6469, -5.2981], [6.5922, -4.0194, 4.2541], [1.6381, -4.3799, -4.0715], [0.6027, 2.0187, -4.5368], [-2.5905, 0.5202, 0.0024], [2.3370, 4.1695, 5.2440], [4.2531, -0.6084, 1.8593], [-1.0809, 2.5006, -0.7141], [-0.7675, -1.4817, -1.4045], [2.0429, -2.3256, -4.6085], [1.0891, 2.6750, -5.2588], [6.0515, -6.0994, 3.9490], [2.3752, -0.3814, 0.7928], [4.6062, -1.0289, 2.8030], [3.0967, 3.4095, 5.3711], [-3.1645, 0.9448, 0.8338], [4.6867, -5.0645, 4.4390], [-2.6477, 9.6082, 5.8061], [-3.7157, -1.5900, 2.9047], [-6.0113, -0.7633, 2.7875], [-1.6537, -0.8407, 1.3894], [-6.0914, -1.8449, 4.2014], [3.6365, 5.2786, 3.9240], [-0.9780, 3.2673, -1.4834], [1.3186, 0.1158, -5.2915], [2.5490, -2.8047, -2.9738], [1.3501, 3.7034, 5.2108], [-0.3198, -7.5075, -4.2526], [-0.8703, -5.3635, -4.0536], [-3.1746, 2.3651, -0.8836], [0.2835, -3.6976, -5.5823], [-4.4324, 7.6667, -0.3646], [1.3251, -5.0194, -6.1417], [-6.5258, 5.4200, -0.3689], [4.6829, -1.1576, 1.0334], [1.1627, -4.8494, -3.2051], [-1.1745, -5.4486, -5.7796], [-0.6817, -11.4806, -5.6972], [-1.2017, 3.0461, 0.2280], [-0.3785, -3.0433, -3.4294], [-0.1828, 1.8936, -0.6480], [0.3947, -1.0535, 0.1968], [-0.9047, 0.7181, 1.2367], [-2.4671, 10.4512, 7.3645], [1.0226, -7.0618, -5.0880], [0.9134, -9.6465, -5.9019], [2.6213, -4.8425, -4.1645], [-0.4526, 8.8311, 6.5449], [2.2661, -1.4186, 2.2336], [0.5841, 2.5242, -3.5726], [2.4254, 0.9510, -4.1971], [-0.0343, 10.4386, 7.1832], [0.3987, -9.3019, -7.5664], [-2.3644, 1.3349, -2.0187], [-4.8146, 6.5400, 0.9626], [7.1999, -4.2835, 5.1143], [-0.3696, -0.9333, -4.5822], [-1.6176, -10.2734, -6.6135], [-0.4259, 1.8189, -4.8324], [-6.7662, 7.1245, -0.8323], [-3.7244, -1.5198, 4.6875], [6.0914, -3.0662, 4.4354], [2.2084, 4.5952, 3.1164], [-3.2492, -0.2254, -0.4473]]}